Record 1
This record from the OMol25 dataset describes C2H2CuLiNaO2 as an isolated structure. The level of theory is ωB97M-V with the def2-TZVPD basis set.

```
9
Properties=species:S:1:pos:R:3:forces:R:3
C 0.7541 -1.1531 0.6361 -0.950 -0.380 -0.631
Cu -1.4877 -1.1828 1.3047 1.549 0.290 -0.387
O 0.3321 2.8317 0.4072 -0.184 -0.306 -0.240
Na -0.9977 2.0878 -1.2627 0.166 0.082 0.291
H 0.2861 -1.0652 -1.5141 0.149 0.263 0.298
Li 0.4449 0.9975 0.8468 -0.018 0.043 0.104
H 1.5747 -1.8478 0.3938 -0.295 0.187 0.438
O -0.9817 0.0882 -0.3399 -0.688 0.269 -0.302
C 0.0753 -0.7563 -0.4718 0.271 -0.447 0.428
```
Forces are in eV/Å.

The value obtained for the LUMO energy (spin up / spin down) is -0.0263 / -0.0262 Ha. The multiplicity is 2. The calculation puts the highest occupied orbital energy (spin up / spin down) at -7.6 / -7.6 eV. The HOMO-LUMO gap (spin up / spin down) is 0.2548 / 0.2544 Ha.

Record 2
This record from the OMol25 dataset describes C22H20Co2NO6 as an isolated structure. The level of theory is ωB97M-V with the def2-TZVPD basis set.

```
51
Properties=species:S:1:pos:R:3:forces:R:3
H -2.1911 -1.2784 0.5117 0.086 -0.151 -0.104
H -0.0695 -0.2477 -0.2271 0.035 -0.242 -0.003
N 2.2328 -1.3548 0.0830 1.089 0.483 0.076
H 1.9032 0.3621 -1.1324 -0.033 -0.008 0.175
H 6.9068 -3.8596 0.2791 -0.261 0.140 -0.020
O -5.7201 2.4634 -0.6168 0.861 0.792 0.586
H 3.5174 -2.0696 2.2904 0.240 -0.102 -0.316
H -0.7951 1.0931 0.8430 -0.504 0.011 -0.437
C 3.4756 -2.0518 0.1381 0.240 0.180 -0.032
C -0.3045 -4.1739 0.1182 -0.074 0.113 -0.195
C 1.0524 -3.4969 0.3283 0.039 -0.113 0.207
C -1.1579 1.5335 -0.0938 -0.561 1.550 -0.278
C 4.1507 -2.3643 -1.0550 -0.194 -0.143 0.519
H -1.8560 -2.0156 -1.0474 -0.011 0.138 0.144
C 5.2939 -2.9922 1.4257 -0.002 -0.025 -0.164
H 5.8675 -3.3132 -1.9283 -0.025 0.069 0.257
O -4.3287 3.1537 3.3599 -0.015 0.381 -0.970
H -1.1792 0.9959 -1.0449 0.385 -0.075 0.411
H -1.4655 -3.2542 1.6924 0.020 -0.069 -0.050
O -3.4275 2.2020 -2.9069 0.721 0.946 0.996
O -5.6516 6.5794 1.3228 0.202 -0.675 -0.010
C -1.4893 -3.3444 0.6001 0.090 0.481 -0.024
H 3.6814 -2.1018 -2.0076 0.178 -0.114 0.330
H -1.3463 4.3142 1.4331 -0.033 0.080 -0.404
C -3.4547 5.5451 -1.2644 0.999 0.761 -0.778
C 1.0218 -1.9970 0.1173 -1.775 0.099 -0.098
C -0.1403 -1.2960 -0.0241 1.862 -1.155 0.018
Co -3.9033 4.3271 0.7255 -0.916 -0.659 0.514
Co -2.2292 4.1612 -1.1109 -1.998 2.167 -3.915
C 4.0603 -2.3469 1.3819 -0.188 -0.058 -0.544
H -0.3032 -5.1493 0.6133 0.029 0.014 -0.040
C -1.6119 2.8032 -0.1154 0.756 -2.561 1.971
C -1.9863 3.8950 0.6493 1.095 -0.030 2.881
H 5.7383 -3.2208 2.3946 -0.025 0.013 -0.275
C -1.4770 -1.9270 -0.0148 -0.773 -0.633 -0.109
H 1.7616 -3.9664 -0.3690 0.026 0.207 0.213
O -0.0142 4.9684 -2.8660 -0.952 -0.516 0.590
H 1.4257 -3.7226 1.3425 -0.023 0.127 -0.245
C 5.9468 -3.3429 0.2382 -0.152 0.047 0.027
C -4.9525 3.1694 -0.1166 -1.289 -1.353 -0.962
C -0.8798 4.6796 -2.1566 0.932 0.972 0.130
H 3.3349 0.3999 -0.0735 -0.191 -0.026 -0.009
C -2.9654 2.9967 -2.2041 -1.005 -1.342 -1.658
C 2.2889 0.0861 -0.1403 0.187 -0.197 0.019
H -0.4259 -4.3724 -0.9532 -0.054 0.053 0.038
C -4.1334 3.6182 2.3211 0.879 -0.160 0.631
O -3.9275 6.4745 -1.7815 -0.059 -1.020 0.894
C 5.3707 -3.0338 -0.9992 0.039 0.067 0.167
H -2.4167 -3.8554 0.3203 0.032 0.073 0.168
H 1.7097 0.6268 0.6204 0.054 -0.094 -0.175
C -4.9369 5.7005 1.0999 0.037 1.557 -0.146
```
Forces are in eV/Å.

The value obtained for the LUMO energy is 0.0858 Ha. The calculation puts the highest occupied orbital energy at -4.2 eV. As for the total charge: -1. The HOMO-LUMO gap is 0.2411 Ha.

Record 3
This record from the OMol25 dataset describes a 5-piece molecular cluster, C6H22NO4 overall. The level of theory is ωB97M-V with the def2-TZVPD basis set.

```
33
Properties=species:S:1:pos:R:3:forces:R:3
O 2.9380 -0.7697 -0.8358 0.269 -0.533 0.268
C -1.0604 -0.4375 -0.2776 -1.361 0.115 -2.206
H -0.9049 -0.4200 4.4223 -1.393 1.946 2.532
H 1.3969 0.1057 0.6920 -0.302 -0.068 1.162
H -0.4691 -1.7924 3.6318 0.767 -0.143 -0.886
H -0.4575 -0.0503 -2.3821 0.185 0.192 0.758
H 0.6972 0.3422 -1.1796 -1.859 0.445 -1.130
H -1.7020 -2.3917 -1.3111 -0.705 1.759 1.023
H 3.8646 -0.5134 -0.6215 -0.655 -0.377 -0.114
C -0.2197 -1.3002 0.6983 0.858 1.520 -1.048
H -0.7045 1.4184 -1.4408 0.592 -1.955 0.131
H 1.9053 -1.7716 -2.6921 -1.808 0.087 -0.027
C -2.0849 -1.3265 -1.0419 -3.490 -0.895 -0.367
H 0.3280 -2.0655 -2.8242 -3.554 -5.028 -0.728
H -2.6639 -1.0134 -2.0442 2.088 0.204 1.892
O 0.9489 -1.4543 -2.7388 5.323 4.560 0.499
H 1.6979 -1.2739 1.7796 -0.888 0.601 -0.371
H 2.8148 -1.7135 -0.5244 0.421 0.944 -0.306
H -1.4728 3.5401 0.0126 1.777 1.445 0.951
C -0.3547 -0.7115 3.6277 1.215 -0.171 -2.554
H -0.9313 -1.7538 1.3804 0.077 -0.337 -0.168
H -1.6044 0.3449 0.2522 0.063 -0.153 0.111
C 0.8954 -0.5543 1.4425 -0.638 0.472 1.256
O 1.1835 3.2278 -0.3145 1.028 1.454 -2.055
H -2.3776 3.5922 -1.1895 -1.198 3.060 -3.871
H -3.0865 -1.2902 -0.3851 2.248 -1.009 -0.944
H 1.2545 3.2772 0.6004 -0.540 -0.862 3.301
H 0.3715 -1.9662 0.1267 -0.197 -1.512 -0.892
H 0.2179 1.1792 2.7709 -0.143 -0.348 0.283
C 0.2169 0.0882 2.7018 0.593 -1.218 -0.235
N -0.3716 0.3821 -1.4429 2.247 1.177 2.170
O -2.1207 3.1192 -0.4868 -0.429 -4.676 2.792
H 1.8550 3.9527 -0.4065 -0.593 -0.696 -1.225
```
Forces are in eV/Å.

The value obtained for the LUMO energy (spin up / spin down) is 0.0087 / 0.0059 Ha. The multiplicity is 2. The calculation puts the highest occupied orbital energy (spin up / spin down) at -2.4 / -9.7 eV. The HOMO-LUMO gap (spin up / spin down) is 0.0967 / 0.3638 Ha.

Record 4
This record from the OMol25 dataset describes an isolated molecule of C23H18ClN3O4S. The level of theory is ωB97M-V with the def2-TZVPD basis set.

```
50
Properties=species:S:1:pos:R:3:forces:R:3
C -0.6269 3.6733 0.2553 -0.187 -0.032 0.061
H 0.8264 -2.2140 -0.1689 -0.089 0.195 0.091
C -0.9452 -0.4571 -2.9599 -0.026 -0.011 -0.118
C 1.0331 -4.0598 -3.5606 0.033 -0.135 -0.197
C 0.3607 -2.8353 -3.3594 -0.187 0.054 -0.626
C -0.9413 -0.9806 -4.2232 0.058 0.018 0.281
C -0.2757 -0.6039 -0.5446 0.228 -0.231 0.459
H -1.4320 0.4735 -2.7162 -0.040 0.068 0.006
O -2.3986 2.6969 1.6306 0.490 0.055 0.317
H -1.7368 2.1615 3.6377 -0.138 -0.142 0.147
H -3.4679 3.5789 0.0830 0.023 -0.029 0.042
C 0.4339 -4.0053 -5.8927 -0.173 0.224 -0.172
C -1.1138 3.1256 1.4294 0.124 -0.021 0.233
H -0.7125 -2.3355 -6.5637 -0.035 0.023 -0.090
H 0.4743 -4.4749 -6.8642 -0.015 -0.010 -0.086
C -3.2409 2.5953 0.5063 -0.215 -0.073 -0.255
N -0.7600 2.4074 3.7030 -0.008 -0.571 0.514
C -0.2250 -2.8189 -5.7292 0.070 -0.175 -0.138
C -0.2801 -2.2031 -4.4633 0.158 -0.108 0.398
C 1.0751 3.3645 2.4291 -0.060 0.077 -0.105
H 1.8474 -3.0559 1.7285 0.047 -0.105 -0.056
H 2.5823 4.2126 1.1746 0.092 0.027 0.000
H 1.5124 -4.5241 -2.7130 0.044 -0.037 0.090
C 1.8116 -2.0800 3.6249 -0.140 0.301 0.134
C 0.6085 -0.0005 3.7015 0.006 0.323 0.452
O -0.8596 0.9430 5.6766 -0.189 -0.008 -0.270
C 1.5491 3.9097 1.2459 0.029 -0.026 -0.068
C -0.2476 2.9705 2.5289 0.258 0.327 -0.506
C 0.7265 -1.2284 1.6436 0.017 0.231 0.657
H -0.3223 0.6196 1.8747 -0.025 0.016 -0.042
H -2.7886 1.9544 -0.2547 -0.026 0.042 0.022
C 0.2753 -0.1254 2.3697 -0.122 0.018 -0.271
O -0.8560 0.4225 -0.2504 -0.100 0.105 -0.048
C 1.4973 -2.2002 2.2869 -0.151 0.186 -0.132
O 1.2676 2.0818 5.1662 -0.010 0.108 -0.368
Cl 1.7224 -0.7809 5.9977 0.432 -0.514 0.536
H -1.4352 -0.4757 -5.0415 -0.044 0.058 -0.045
C 1.0657 -4.6280 -4.8026 0.085 -0.025 0.287
C 0.7020 4.0617 0.1664 0.072 0.027 -0.012
N 0.3444 -2.2992 -2.1263 -0.096 0.334 0.401
H -4.1617 2.1408 0.8693 0.037 0.045 -0.075
H 1.5797 -5.5649 -4.9573 0.048 -0.073 0.021
C 1.3658 -0.9720 4.3371 0.007 -0.062 -0.251
H -1.2707 3.7918 -0.6009 -0.102 -0.024 -0.060
H 2.3990 -2.8319 4.1257 0.059 -0.079 0.058
N 0.4426 -1.3935 0.2965 0.046 -0.262 -0.435
C -0.2825 -1.1611 -1.9353 0.032 -0.295 -0.587
H 1.7195 3.2333 3.2824 0.090 0.064 0.034
S 0.0909 1.4082 4.7145 -0.432 0.083 -0.155
H 1.0674 4.4833 -0.7580 0.026 0.040 -0.071
```
Forces are in eV/Å.

The value obtained for the LUMO energy is -0.0246 Ha. The calculation puts the highest occupied orbital energy at -8.2 eV. The HOMO-LUMO gap is 0.2764 Ha. Its SMILES is COc1ccccc1NS(=O)(=O)c1cc(NC(=O)c2ccc3ccccc3n2)ccc1Cl.

Record 5
This record from the OMol25 dataset describes C31H28AsAuBrP as an isolated structure. The level of theory is ωB97M-V with the def2-TZVPD basis set.

```
63
Properties=species:S:1:pos:R:3:forces:R:3
C 6.9835 17.6283 8.9873 0.008 0.452 -0.014
H 8.6910 18.0816 6.1115 0.393 0.040 0.178
C 8.0723 12.3226 6.1649 0.559 0.189 -0.214
H 5.7689 9.9048 5.5112 0.191 0.261 0.238
H 5.0486 10.4872 7.8087 0.681 0.290 -0.095
H 7.2650 6.2176 12.4259 0.167 0.461 -0.164
H 6.9822 7.9140 7.9140 -0.752 -0.371 -0.556
H 4.7478 10.9455 9.9601 0.647 0.732 0.421
H 8.7270 9.5761 7.7554 0.150 0.424 -0.750
P 12.9284 11.8137 9.1828 -1.313 -0.823 -0.636
C 7.4952 8.1563 8.8081 1.435 1.108 0.957
C 7.3794 13.4665 11.3910 -0.505 -0.707 -1.135
H 8.2446 7.0690 14.4592 0.197 0.056 -0.179
H 8.9000 12.7845 5.6253 -0.101 0.106 0.343
Br 10.3871 11.0669 12.6459 0.028 -0.189 -0.507
H 13.8553 14.0275 9.0792 0.793 0.419 0.059
C 8.9672 8.9572 11.0621 -0.584 -1.355 2.809
C 12.9014 13.6472 9.3742 -0.648 -0.224 1.104
C 7.9152 7.1004 12.3823 -0.621 0.148 -0.807
C 6.6408 11.9770 8.0538 0.400 -0.336 0.314
As 8.7536 13.7687 8.7327 -0.746 -0.227 -0.154
C 9.5006 9.3772 12.3534 0.302 -0.240 0.161
H 13.7491 11.2292 11.4172 -0.232 -0.109 -0.211
C 6.4840 12.2357 9.4939 -0.682 0.259 0.991
C 8.4690 7.5708 13.5172 0.665 -0.534 1.094
C 7.2057 16.3005 9.2014 0.186 -1.313 0.144
H 13.7955 10.4708 7.3563 0.113 0.245 0.138
H 14.6923 12.0180 7.5980 0.428 0.093 -0.492
C 7.2971 7.5038 10.0087 -0.159 -0.705 -0.595
C 8.4165 17.5922 7.0386 -0.300 -0.140 -0.138
H 12.1485 14.1434 8.7493 0.006 -0.561 0.006
C 8.0894 7.8025 11.1446 -0.209 0.802 0.017
Au 10.8996 10.5825 9.3494 0.881 1.472 0.852
H 4.7879 11.6908 12.4486 -0.266 -0.209 -0.699
H 12.6524 13.9396 10.4331 0.407 -0.401 -0.979
C 7.6411 18.2780 7.9579 -0.712 0.779 -0.680
H 6.4263 13.1697 13.2710 -0.157 0.026 -0.031
H 7.6533 11.1155 4.4540 -0.009 -0.092 0.622
H 6.5343 6.6995 10.0701 0.651 0.523 0.047
C 7.4011 11.3168 5.5065 -0.648 -0.225 -1.109
C 8.1196 15.6314 8.3602 -0.446 -1.239 0.674
H 9.3526 15.6814 6.5923 -0.282 0.175 0.123
H 6.6276 15.7842 9.9957 0.711 0.172 -0.616
H 9.7765 9.0736 14.4434 -0.130 -0.165 -0.079
H 13.0606 11.9771 6.7722 0.570 -0.100 0.459
C 6.4044 12.9399 12.2133 0.589 0.364 -0.282
C 7.4318 13.1343 10.0243 -0.445 0.131 0.882
H 13.9729 9.9380 10.2150 -0.249 -0.056 0.036
H 6.2541 18.1528 9.5811 -0.015 0.205 0.189
C 7.7184 12.6695 7.4580 -0.283 -0.383 0.209
C 8.5119 9.1689 8.7087 -0.859 -1.608 2.320
C 5.4806 11.6861 10.3541 0.475 0.179 -0.748
H 8.0706 14.1142 11.8380 1.146 0.883 0.315
C 8.6790 16.2383 7.2503 0.226 0.467 0.252
C 5.9253 10.9875 7.3632 -0.417 0.314 0.393
C 14.0446 11.0098 10.3865 0.863 0.533 0.202
H 7.3685 19.3211 7.7842 0.331 -0.212 -0.049
C 9.2367 9.5498 9.8550 -0.151 0.476 -3.295
C 5.4638 12.0871 11.6882 -0.541 -0.947 0.385
C 6.3083 10.6652 6.0843 0.178 -0.177 -0.663
H 15.1192 11.2512 10.3167 -0.379 0.235 -0.227
C 13.7227 11.5463 7.5529 -0.705 0.152 0.175
C 9.3488 8.6800 13.5285 -0.833 0.477 -1.002
```
Forces are in eV/Å.

The value obtained for the LUMO energy is 0.0175 Ha. The calculation puts the highest occupied orbital energy at -7.4 eV. The HOMO-LUMO gap is 0.2883 Ha.

Result set for max |F|: 0.0316, 0.0953, 0.1366, 0.0167, 0.0648 Eh/bohr, one per record in the order listed.
Result set for energy above the lowest of the compared OMol25 structures with the same formula, charge and spin: 36.25, 0.00, 0.00, 44.19, 0.00 kJ/mol, one per record in the order listed.